{"formula": "C26H42BrN8O", "method": "ωB97M-V/def2-TZVPD", "species": ["C", "C", "C", "C", "Br", "C", "C", "C", "C", "N", "O", "C", "C", "C", "C", "H", "H", "H", "H", "H", "H", "H", "H", "H", "H", "H", "H", "H", "H", "H", "H", "H", "H", "H", "H", "H", "C", "C", "N", "H", "H", "H", "C", "C", "N", "H", "H", "H", "C", "C", "N", "H", "H", "H", "C", "C", "N", "H", "H", "H", "C", "C", "N", "H", "H", "H", "C", "C", "N", "H", "H", "H", "C", "C", "N", "H", "H", "H"], "positions_angstrom": [[1.104, -0.670, -0.607], [0.086, -1.049, -1.482], [-1.121, -1.706, -0.955], [-2.366, -1.587, -1.790], [-2.030, -2.733, -3.384], [-2.625, -0.214, -2.347], [-3.347, 0.776, -1.424], [-4.265, 1.658, -2.245], [-2.334, 1.699, -0.795], [-4.119, 0.059, -0.364], [-3.582, 0.029, 0.803], [-4.697, -1.249, -0.744], [-5.516, -1.765, 0.434], [-5.638, -1.172, -1.930], [-3.548, -2.199, -1.020], [1.297, 0.366, -0.393], [1.695, -1.398, -0.081], [0.241, -0.897, -2.535], [-0.918, -2.773, -0.867], [-1.321, -1.357, 0.045], [-3.223, -0.352, -3.225], [-1.714, 0.254, -2.670], [-4.959, 2.174, -1.602], [-4.843, 1.096, -2.955], [-3.675, 2.360, -2.804], [-1.554, 1.172, -0.273], [-1.883, 2.238, -1.606], [-2.814, 2.415, -0.153], [-6.360, -2.325, 0.079], [-5.900, -0.943, 1.006], [-4.944, -2.403, 1.082], [-6.112, -2.129, -2.038], [-5.137, -0.960, -2.857], [-6.402, -0.427, -1.771], [-3.927, -3.059, -1.538], [-3.166, -2.524, -0.071], [2.562, 2.542, -2.414], [1.207, 2.129, -2.731], [0.135, 1.802, -2.982], [2.688, 2.636, -1.341], [3.273, 1.805, -2.781], [2.796, 3.501, -2.868], [5.073, 3.472, 1.326], [5.013, 3.838, -0.076], [4.928, 4.088, -1.195], [5.599, 4.230, 1.898], [4.073, 3.381, 1.740], [5.583, 2.524, 1.456], [5.336, -0.983, 3.756], [5.287, 0.466, 3.754], [5.229, 1.612, 3.720], [5.616, -1.352, 4.741], [4.359, -1.383, 3.493], [6.057, -1.347, 3.028], [2.095, -4.292, 4.624], [2.443, -3.577, 3.414], [2.698, -3.028, 2.437], [2.497, -3.790, 5.501], [1.014, -4.328, 4.728], [2.483, -5.308, 4.601], [2.996, 7.198, 0.569], [3.674, 6.644, 1.726], [4.224, 6.191, 2.626], [2.423, 8.078, 0.855], [3.724, 7.479, -0.188], [2.320, 6.460, 0.143], [-1.573, -1.949, 3.797], [-1.144, -2.745, 4.935], [-0.801, -3.378, 5.830], [-2.059, -1.037, 4.136], [-0.713, -1.683, 3.184], [-2.275, -2.516, 3.191], [1.508, -3.343, -4.161], [2.374, -2.219, -4.466], [3.059, -1.327, -4.696], [1.130, -3.258, -3.144], [0.657, -3.362, -4.837], [2.052, -4.280, -4.256]], "forces_ev_per_angstrom": [[-0.7, -0.4, -1.0], [1.6, 0.7, 1.2], [0.8, -2.2, -0.1], [-0.1, -0.4, -0.2], [0.0, -0.1, -0.3], [-0.6, 0.1, -0.1], [0.1, 0.2, 0.3], [-0.4, -0.4, 0.0], [0.0, -0.1, 0.1], [0.7, -0.4, 0.0], [-0.2, 0.2, -0.1], [-0.7, -0.1, 0.2], [0.0, 0.1, -0.1], [0.3, 0.4, -0.1], [0.4, 0.3, -0.2], [1.5, 0.5, -1.5], [-1.1, -0.3, 1.8], [-1.1, 1.7, -0.4], [-0.2, -0.5, 0.4], [-0.2, 0.4, 0.3], [-0.3, 0.0, -0.5], [0.5, 0.1, -0.2], [-0.2, 0.4, 0.3], [-0.3, -0.2, -0.3], [0.2, 0.4, -0.2], [0.2, -0.2, 0.4], [0.4, 0.3, -0.3], [-0.2, 0.2, 0.5], [-0.4, -0.4, -0.2], [-0.2, 0.4, 0.4], [0.3, -0.2, 0.4], [-0.2, -0.5, -0.1], [0.2, 0.1, -0.4], [-0.3, 0.3, 0.1], [-0.2, -0.5, -0.2], [0.2, -0.3, 0.5], [0.2, 0.0, 0.0], [-0.2, -0.1, -0.1], [0.1, 0.1, -0.1], [0.0, 0.0, 0.1], [0.0, -0.1, 0.0], [0.0, 0.0, 0.0], [0.1, -0.1, 0.1], [-0.1, 0.0, -0.2], [0.1, 0.1, 0.1], [0.0, 0.0, 0.0], [0.0, 0.0, 0.0], [0.0, -0.1, -0.1], [-0.1, -0.3, 0.1], [0.0, 0.2, -0.1], [0.0, -0.1, 0.1], [0.0, 0.0, 0.0], [0.0, 0.0, 0.0], [0.0, 0.1, 0.0], [0.0, -0.2, 0.3], [0.1, 0.0, -0.3], [0.0, 0.1, 0.1], [0.0, 0.1, 0.0], [0.0, 0.0, 0.0], [0.1, 0.0, -0.1], [-0.1, 0.1, -0.2], [0.2, -0.1, 0.2], [-0.1, 0.1, 0.0], [0.0, 0.0, 0.0], [0.0, 0.0, 0.0], [0.0, 0.0, 0.0], [0.0, 0.1, -0.2], [0.0, -0.1, 0.2], [-0.1, 0.1, -0.1], [0.0, 0.0, 0.0], [0.0, 0.0, 0.0], [0.0, 0.0, 0.0], [-0.1, -0.2, 0.1], [0.1, 0.2, 0.0], [0.0, 0.0, 0.0], [0.0, 0.0, 0.0], [0.0, 0.0, 0.0], [0.1, 0.0, 0.0]], "lowdin_charge": [0.023, -0.182, -0.258, -0.692, 0.802, -0.170, -0.464, -0.018, -0.037, -0.098, -0.016, -0.481, -0.016, -0.016, -0.138, 0.037, 0.033, 0.075, 0.115, 0.110, 0.078, 0.076, 0.094, 0.064, 0.091, 0.077, 0.053, 0.090, 0.078, 0.086, 0.074, 0.087, 0.069, 0.098, 0.096, 0.105, -0.085, -0.245, 0.169, 0.055, 0.088, 0.072, -0.115, -0.271, 0.136, 0.060, 0.074, 0.051, -0.066, -0.254, 0.147, 0.084, 0.043, 0.087, -0.070, -0.276, 0.133, 0.088, 0.034, 0.087, -0.067, -0.273, 0.145, 0.081, 0.085, 0.082, -0.055, -0.271, 0.134, 0.090, 0.080, 0.081, -0.094, -0.286, 0.128, 0.052, 0.056, 0.084], "gap_ev": [7.66, 7.62], "total_charge": 0, "total_energy_ha": -4102.9613, "multiplicity": 2, "max_force_ev_per_a": 2.32}